Entry 1:
17
Properties=species:S:1:pos:R:3:forces:R:3 method="wB97M-V/def2-TZVPD" lumo_ev=0.89 e_above_lowest_kcal_mol=54.0 e_tot_ha=-309.7564 homo_lumo_gap_ev=10.562 largest_force_ha_per_bohr=0.01043 homo_ev=-9.67
C -1.830 2.616 -0.206 0.065 -0.495 0.059
C -1.651 1.434 -0.059 -0.081 0.525 -0.072
C -1.430 -0.001 0.130 -0.060 -0.065 0.059
C 0.047 -0.400 0.264 0.148 -0.171 0.108
O 0.390 -1.174 1.130 -0.138 0.382 -0.345
C 1.007 0.159 -0.766 -0.005 -0.025 0.046
C 2.463 -0.176 -0.476 0.072 -0.012 -0.013
H -2.004 3.661 -0.335 0.043 -0.178 0.026
H -1.952 -0.360 1.021 0.077 0.070 -0.113
H -1.846 -0.546 -0.730 0.093 0.070 0.106
H 0.693 -0.255 -1.737 0.020 0.086 0.131
H 0.845 1.241 -0.842 -0.001 -0.164 0.016
H 3.108 0.198 -1.277 -0.098 -0.059 0.126
H 2.608 -1.256 -0.387 -0.028 0.141 -0.021
H 2.791 0.275 0.466 -0.072 -0.061 -0.129
H -1.967 -3.153 1.884 0.022 0.014 0.000
H -1.364 -2.720 1.819 -0.058 -0.058 0.018

Entry 2:
17
Properties=species:S:1:pos:R:3:forces:R:3 method="wB97M-V/def2-TZVPD" lumo_ev=0.98 e_above_lowest_kcal_mol=5.6 e_tot_ha=-309.8335 homo_lumo_gap_ev=10.242 largest_force_ha_per_bohr=0.00923 homo_ev=-9.26
O -0.116 0.613 -2.490 0.149 -0.068 -0.197
C -0.146 -0.028 -1.229 -0.037 -0.241 0.407
C -1.358 0.444 -0.478 0.030 -0.081 0.126
C -1.480 0.113 0.805 0.054 0.012 -0.110
C -0.364 -0.669 1.448 0.046 -0.086 -0.055
C 0.988 -0.018 1.094 0.014 0.015 0.043
C 1.148 0.232 -0.425 -0.007 0.016 -0.025
H 0.661 0.297 -2.968 -0.132 0.076 0.030
H -0.250 -1.125 -1.359 0.037 0.279 -0.069
H -2.107 1.005 -1.030 0.070 -0.035 0.074
H -2.351 0.395 1.390 0.064 -0.001 -0.086
H -0.378 -1.703 1.060 0.007 0.184 0.135
H -0.479 -0.736 2.536 -0.010 0.036 -0.223
H 1.045 0.938 1.626 -0.003 -0.134 -0.084
H 1.808 -0.637 1.476 -0.115 0.080 -0.094
H 1.430 1.272 -0.615 -0.057 -0.102 0.060
H 1.949 -0.392 -0.841 -0.110 0.051 0.067

Entry 3:
17
Properties=species:S:1:pos:R:3:forces:R:3 method="wB97M-V/def2-TZVPD" lumo_ev=1.13 e_above_lowest_kcal_mol=83.6 e_tot_ha=-309.7092 homo_lumo_gap_ev=9.427 largest_force_ha_per_bohr=0.00733 homo_ev=-8.30
C -0.595 1.326 -0.665 0.137 0.076 -0.029
C 0.383 1.448 0.299 -0.172 -0.100 0.008
C 1.169 0.309 0.628 0.007 0.105 -0.065
C 1.446 -0.766 -0.430 0.102 0.094 0.021
O 0.299 -1.643 -0.508 -0.155 -0.160 -0.115
C -0.692 -1.274 0.404 -0.186 0.099 0.076
C -1.696 -0.432 -0.056 0.054 -0.196 -0.007
H -0.363 0.763 -1.564 -0.045 0.093 0.120
H -1.376 2.076 -0.768 0.255 -0.006 -0.075
H 0.320 2.242 1.040 -0.024 -0.084 -0.056
H 0.198 -0.373 1.132 0.268 0.164 0.086
H 1.947 0.455 1.382 -0.195 -0.103 -0.167
H 2.331 -1.355 -0.154 -0.257 0.029 -0.005
H 1.632 -0.354 -1.434 -0.133 0.006 0.265
H -0.874 -1.945 1.241 0.217 0.083 0.044
H -2.485 -0.114 0.629 0.135 -0.314 -0.159
H -1.958 -0.487 -1.103 -0.008 0.213 0.059